ORCA calculation (the ωB97M-V functional and the def2-TZVPD basis) on a structure of composition C33H54BN6PbS3Sb2.

Last column: Löwdin charge in e.
Positions of all 100 atoms, in Å:
H: 3.49168 1.09751 -1.82758  0.006
H: -4.01469 2.39954 -2.29116  0.074
C: 3.56300 -2.63614 3.10767  -0.015
Sb: -3.04213 -1.36304 -1.24892  1.253
C: -4.61154 -0.92566 -5.94897  -0.081
C: 0.13741 1.15181 2.88662  -0.704
H: -1.15472 1.87276 -5.46533  -0.012
H: 6.84853 1.56901 -1.69423  0.096
C: -4.77679 -1.13816 -4.56907  -0.054
S: 0.04993 -2.11738 1.58312  0.597
C: 5.49145 3.58383 -0.57856  -0.045
C: 4.42594 2.58091 1.81358  -0.027
N: -0.99126 1.37836 3.64000  0.012
H: -1.97429 4.72604 -2.71736  0.015
C: 3.37873 -3.81434 2.47649  -0.033
C: -4.52017 -0.12401 -3.62783  -0.284
C: 3.88794 2.09959 -1.74257  -0.059
H: -3.46611 2.27476 -5.87896  0.106
H: -3.55458 1.26342 4.70338  0.086
H: -5.55903 -1.04212 -2.00800  0.057
H: -2.88068 2.86290 5.33623  0.108
H: -3.31767 0.80256 2.20954  0.085
H: 5.77420 0.22239 -1.43699  0.036
H: -2.46063 4.42457 3.15974  0.097
H: 4.02069 -4.70164 2.46601  0.126
N: 4.43972 1.75817 0.69541  0.002
H: -2.52945 -2.76138 -3.49170  0.013
C: 1.62310 -2.51319 1.97937  -0.781
H: -5.09087 -2.11567 -4.23212  0.101
H: -1.48118 4.32548 -0.97963  0.011
H: 0.28320 -3.74517 -0.31250  0.014
N: 2.20001 -3.73207 1.73062  0.008
C: 0.43034 -5.40438 1.94361  -0.024
C: 6.13751 1.12217 -0.99531  -0.047
C: -3.79108 1.31366 -5.51018  -0.057
H: 4.28390 2.31759 -2.75900  0.108
H: -5.13167 -1.71749 0.43170  -0.011
C: -1.22955 4.16706 -2.07820  -0.348
C: 3.74603 0.60597 0.99621  -0.719
N: 3.24998 0.71954 2.27407  0.025
H: -0.21693 4.56588 -2.31240  0.001
B: 2.42987 -0.27064 3.24293  -0.451
H: 3.46250 -5.60840 0.25456  0.095
H: -4.05919 0.41761 -7.44692  0.101
Pb: 0.86770 -0.19789 -0.38954  0.786
N: 2.43824 -1.79815 2.76195  0.028
H: -1.16219 3.79668 2.13884  0.042
C: -3.22221 2.27667 4.42578  -0.057
H: 4.27034 -2.33955 3.88186  0.130
H: 6.25345 3.63610 0.21369  0.088
C: 1.04244 -4.52914 -0.33457  -0.055
C: -4.15325 0.29860 -6.38060  -0.102
C: -2.86717 1.77479 2.03248  -0.056
H: -2.24602 -3.83552 -2.03466  -0.023
H: 5.95255 3.96025 -1.51046  0.102
C: -1.63506 3.69196 3.15745  -0.066
C: 1.57807 -4.89490 1.05261  -0.559
C: -3.94507 1.11654 -4.10487  -0.302
H: 2.16309 -6.81846 0.36127  0.102
H: -4.11347 2.84673 4.09294  0.095
H: -3.68773 2.45256 1.75563  0.097
C: -0.58251 2.44694 -4.73622  -0.338
H: -4.95581 0.48728 -1.57794  0.055
H: -3.87311 -3.57946 -2.63547  0.010
C: -4.73106 -0.38454 -2.20107  -0.353
H: 4.85501 3.58322 1.81857  0.120
H: 4.66767 4.23577 -0.34583  0.075
H: 0.53106 -5.39153 -0.75869  0.089
C: -3.50033 2.19204 -3.26378  -0.336
C: 3.66176 1.94699 2.75974  -0.060
H: 6.66061 0.88648 -0.08630  0.090
S: 0.31549 1.90040 1.37836  0.573
H: -0.90873 3.97247 3.92217  0.095
C: -0.80803 0.74326 4.90597  -0.017
C: 0.42393 0.19145 4.91024  -0.033
H: -1.48249 0.71570 5.78183  0.134
H: -4.61915 -3.38453 -0.24813  0.028
C: -2.88628 -3.11532 -2.49663  -0.340
H: 0.46815 2.09733 -4.76442  0.001
C: 2.62764 -5.96166 0.85092  -0.051
H: 3.09325 -6.30683 1.78324  0.083
N: 0.95466 0.38016 3.61266  0.034
C: -4.31752 -2.39688 0.21705  -0.312
Sb: -1.33201 2.09299 -2.75956  1.223
H: -0.63491 3.52256 -4.94765  0.013
H: 2.96872 -0.25917 4.27884  0.103
H: -3.49634 3.08683 -3.90500  0.061
S: 3.68350 -0.75093 -0.02797  0.602
H: 0.96834 -0.33478 5.68227  0.127
H: 0.85831 -5.69308 2.89788  0.092
H: -0.05205 -6.25173 1.46826  0.093
H: -4.79808 -1.70654 -6.69510  0.111
H: -2.16755 1.72856 1.19223  0.016
C: 5.00869 2.09617 -0.70142  -0.501
H: 3.45982 2.20632 3.78148  0.126
H: -3.71609 -2.57543 1.10036  -0.026
H: -0.28472 -4.62289 2.13521  0.032
H: 3.14796 2.88059 -1.53183  0.092
H: 1.90966 -4.27947 -0.99307  0.106
C: -2.15256 2.27175 3.30164  -0.551

Results
- HOMO level (eV) = -9.7
- charge = +1
- molar mass (u) = 1092.57



ORCA calculation (the ωB97M-V functional and the def2-TZVPD basis) on a structure of composition C33H54BiFN10O4.

Last column: natural (NBO) charge in e.
Positions of all 103 atoms, in Å:
H: -1.18042 -4.03398 0.19636  0.215
C: -1.26532 5.93950 -2.36852  0.385
H: -0.09477 2.92792 0.90680  0.246
C: -0.32847 -0.83711 3.37161  -0.226
H: -0.06531 9.04792 -4.25198  0.231
H: -3.88851 8.76807 -3.43883  0.206
H: 3.15525 -1.38738 3.45302  0.192
C: 2.22954 -1.30582 2.86974  -0.212
H: -0.82684 -1.55860 4.02759  0.191
H: -1.63870 -3.03393 2.38462  0.209
H: -3.28361 2.28980 5.57163  0.217
O: 0.18673 -0.58118 -2.46466  -0.902
C: -3.65411 0.93067 3.36338  -0.392
C: -1.74038 2.19938 2.64940  0.800
C: 1.15601 -0.73264 3.77896  -0.423
C: -1.88483 8.24901 -5.12000  -0.233
N: -2.30968 7.52533 -3.94260  -0.442
O: -1.68368 1.44342 1.66781  -0.731
C: -1.76297 3.22345 -6.64344  -0.207
H: 1.04523 3.64946 2.07069  0.193
C: -0.82117 -2.63307 1.77633  -0.238
C: -2.01810 -0.07983 -0.69456  -0.232
H: -1.51434 5.04811 3.69802  0.186
N: -3.13045 -0.04001 -0.99960  -0.394
N: 2.42886 -0.47489 1.68138  -0.650
C: -0.77958 1.77855 -4.96438  0.172
C: -2.10579 9.53152 -2.52897  -0.237
H: -2.20514 5.48075 -5.55853  0.229
C: -0.28828 2.35782 -2.68010  0.511
H: -0.77554 1.03892 -5.75507  0.255
H: 0.09231 4.49037 4.15968  0.209
H: -3.16674 -0.03343 3.22080  0.194
H: -4.30875 0.86307 4.22892  0.213
H: -1.19713 9.18377 -2.04390  0.240
C: -1.76214 5.26711 -4.59671  -0.288
C: -2.97751 8.36726 -2.97387  -0.235
C: -1.77712 6.26039 -3.63552  0.102
H: -2.51020 10.69088 -4.21118  0.431
H: 0.94888 -4.25616 -0.32767  0.209
H: 2.57637 -0.21606 -2.07018  0.390
C: -1.25256 3.99139 -4.31884  0.263
H: -1.64515 4.16260 5.97607  0.236
N: -0.03765 -2.41917 -0.55567  -0.699
H: -3.62332 3.27309 -7.72246  0.236
N: -2.67593 1.98271 3.61256  -0.446
H: -3.77461 3.78500 -6.03654  0.210
H: -0.85865 2.65924 5.48087  0.211
C: 3.73153 -0.14193 -0.38107  -0.228
N: -0.66718 -1.18371 1.97148  -0.683
H: 4.56060 -0.39592 1.58873  0.197
N: -1.23376 2.99810 -5.28612  -0.357
H: -0.24823 4.63046 1.36740  0.187
H: 1.81583 -2.86902 0.32546  0.198
H: 1.98370 -2.32105 2.54693  0.185
C: 1.21581 -3.21415 -0.51922  -0.230
H: -1.56328 -0.72577 1.80475  0.421
H: 3.80470 -1.83343 0.93844  0.196
H: -2.63558 10.21900 -1.87229  0.241
H: -1.43000 4.20262 -6.98389  0.202
C: 3.69880 -0.74833 1.00970  -0.233
H: -1.34963 7.59691 -5.80531  0.252
C: -1.52423 3.46106 5.15172  -0.416
N: 2.75126 -0.79394 -1.25616  -0.664
H: 1.34631 -2.77967 -2.63723  0.241
H: -3.57818 2.07565 -6.42584  0.231
C: -3.27574 3.08429 -6.70709  -0.625
C: -0.96480 9.40652 -4.74971  -0.235
C: -2.85949 2.87118 4.75425  -0.203
H: -4.25196 1.13684 2.47556  0.219
H: -2.04388 -2.50341 0.01502  0.242
C: -0.32653 1.39957 -3.73150  -0.326
O: 0.13394 2.14618 -1.51985  -0.722
H: -2.76010 8.63908 -5.65511  0.207
H: 2.41573 0.50008 1.96852  0.360
H: -3.57098 3.66920 4.51457  0.191
H: 1.26270 -1.20924 4.75385  0.233
C: -1.10008 -2.95182 0.32365  -0.245
C: -0.78201 3.69412 -3.03426  -0.089
H: -0.79476 0.12482 3.57096  0.220
N: -0.87581 3.24920 2.81111  -0.451
C: 0.00665 3.62846 1.72996  -0.410
H: -1.08595 11.08561 -3.50270  0.445
H: -0.41588 4.48208 -1.07411  0.256
C: 2.00405 -3.09776 -1.82577  -0.425
H: 4.75017 -0.20022 -0.77998  0.202
C: -0.79682 4.69914 -2.06290  -0.229
H: -3.29131 7.79784 -2.10499  0.263
O: 0.41408 -0.62254 -4.66400  -0.624
C: -0.92575 4.15744 3.94958  -0.203
H: -0.37128 -2.40073 -1.51853  0.437
Bi: 0.22391 -0.06194 -0.28922  1.931
H: -1.28207 2.49152 -7.28804  0.230
H: 3.68498 -2.06549 -2.68135  0.211
H: 1.40224 0.32224 3.94195  0.200
C: 0.13767 -0.03052 -3.63897  0.803
H: 3.47440 0.92056 -0.31534  0.198
C: 3.17087 -2.13033 -1.71919  -0.218
H: -0.69006 10.01033 -5.61241  0.243
H: 0.09195 -3.12865 2.10869  0.198
F: -1.21792 6.91527 -1.42419  -0.346
H: 3.89702 -2.52780 -1.00786  0.192
H: 2.38974 -4.08071 -2.10037  0.232
N: -1.67956 10.29680 -3.76167  -0.496

Results
- HOMO level (eV) = -12.7
- charge = +2
- molar mass (u) = 882.84